Computed, not measured: a structure of composition C31H38As2F3N2O11Pb, with the ωB97M-V functional and the def2-TZVPD basis.

Geometry as XYZ:
```
88
C31H38As2F3N2O11Pb (the ωB97M-V functional and the def2-TZVPD basis)
Pb 0.581 -0.452 0.555
C -2.351 1.521 -2.912
N -1.696 0.226 -3.136
C -2.091 -0.518 -4.344
C -0.825 -0.242 -2.281
O -0.471 0.405 -1.249
C -0.140 -1.567 -2.575
O 0.421 -2.112 -1.378
C -0.058 -3.403 -0.987
C -0.908 -3.276 0.276
O -0.846 -2.181 0.912
N -1.624 -4.285 0.693
C -1.665 -5.595 0.032
C -2.429 -4.190 1.919
H -3.409 1.359 -2.708
H -2.252 2.125 -3.812
H -1.891 2.027 -2.071
H -2.729 0.127 -4.939
H -2.660 -1.411 -4.087
H -1.224 -0.786 -4.945
H 0.673 -1.374 -3.281
H -0.822 -2.278 -3.036
H 0.810 -4.031 -0.773
H -0.613 -3.861 -1.802
H -0.934 -5.675 -0.765
H -2.663 -5.772 -0.367
H -1.445 -6.361 0.773
H -2.488 -3.161 2.250
H -1.975 -4.804 2.696
H -3.427 -4.568 1.703
F 6.775 -4.523 -4.214
C 6.683 -4.808 -2.912
F 7.922 -4.953 -2.429
F 6.056 -5.989 -2.789
C 5.940 -3.732 -2.152
C 5.481 -2.594 -2.796
C 4.832 -1.611 -2.066
C 4.647 -1.768 -0.693
C 5.100 -2.926 -0.056
C 5.744 -3.905 -0.787
C 4.055 -0.702 0.071
C 3.532 0.182 0.695
H 5.630 -2.480 -3.860
H 4.474 -0.716 -2.557
H 4.944 -3.054 1.008
H 6.102 -4.803 -0.300
C 3.198 4.160 -4.331
O 2.650 3.727 -3.050
C 3.051 4.346 -1.966
O 3.850 5.265 -1.935
C 2.373 3.915 -0.712
C 2.932 3.168 0.189
As 4.090 6.978 -0.208
C 5.598 5.854 0.280
C 2.769 6.371 1.192
C 1.528 5.905 1.207
As 0.687 4.867 -0.270
C 0.701 6.287 -1.619
C 0.663 5.827 2.441
O 0.437 4.732 2.884
O 0.177 6.920 3.005
C 0.330 8.231 2.416
C 3.512 7.200 2.175
O 4.270 7.980 1.534
O 3.579 7.193 3.450
C 2.949 6.179 4.288
C 3.338 2.454 1.206
O 2.909 1.119 1.383
O 4.163 2.912 2.144
C 4.627 2.016 3.182
H 2.359 4.470 -4.947
H 3.696 3.302 -4.771
H 3.896 4.978 -4.193
H 5.834 5.212 -0.566
H 5.401 5.251 1.165
H 6.439 6.522 0.464
H 1.664 6.783 -1.723
H -0.048 7.018 -1.318
H 0.398 5.877 -2.582
H 1.202 8.723 2.842
H -0.563 8.783 2.688
H 0.413 8.175 1.333
H 2.001 6.565 4.650
H 3.637 6.038 5.113
H 2.819 5.257 3.727
H 5.275 2.623 3.804
H 5.198 1.195 2.752
H 3.791 1.642 3.769
```

The value obtained for the total energy is -7104.1699 Eh. As for the net charge: +3. Its largest force on an atom is 0.51 eV Å⁻¹. Its frontier orbital gap is 7.28 eV. The HOMO energy is -0.576 hartree.

Computed, not measured: a structure of composition C38H32F5HoP2, with the ωB97M-V functional and the def2-TZVPD basis.

Geometry as XYZ:
```
78
C38H32F5HoP2 (the ωB97M-V functional and the def2-TZVPD basis)
C -2.387 -0.389 0.818
C -1.914 0.081 -0.416
C -2.328 -0.564 -1.590
C -3.209 -1.641 -1.530
C -3.689 -2.089 -0.300
C -3.272 -1.463 0.875
P -0.709 1.459 -0.498
C -1.076 2.179 -2.146
C -0.147 2.012 -3.179
C -0.422 2.501 -4.456
C -1.621 3.167 -4.706
C -2.547 3.347 -3.675
C -2.277 2.854 -2.400
Ho 1.398 1.137 -0.247
P 1.211 -0.900 0.486
C 0.425 -2.203 -0.527
C -0.385 -3.230 -0.035
C -0.915 -4.184 -0.906
C -0.640 -4.121 -2.270
C 0.155 -3.088 -2.772
C 0.675 -2.130 -1.908
C 2.974 -1.405 0.523
C 3.856 -0.526 1.175
C 5.224 -0.785 1.193
C 5.726 -1.927 0.566
C 4.855 -2.807 -0.079
C 3.484 -2.548 -0.105
C 0.703 -1.192 2.221
C 0.189 -0.110 2.947
C -0.157 -0.260 4.290
C 0.021 -1.491 4.921
C 0.562 -2.567 4.212
C 0.909 -2.417 2.871
C -1.401 2.679 0.689
C -2.764 2.726 1.020
C -3.240 3.693 1.905
C -2.363 4.624 2.464
C -1.008 4.587 2.132
C -0.526 3.619 1.252
H 3.461 0.360 1.670
H 5.898 -0.096 1.693
H 6.793 -2.131 0.579
H 5.243 -3.698 -0.565
H 2.812 -3.232 -0.615
H -0.618 -3.278 1.023
H -1.552 -4.972 -0.514
H -1.054 -4.867 -2.944
H 0.359 -3.024 -3.837
H 1.274 -1.305 -2.288
H 0.084 0.850 2.446
H -0.555 0.586 4.843
H -0.245 -1.610 5.967
H 0.724 -3.520 4.710
H 1.360 -3.247 2.333
H -3.453 2.003 0.595
H -4.296 3.718 2.158
H -2.735 5.374 3.156
H -0.321 5.311 2.560
H 0.528 3.585 0.986
H 0.795 1.515 -2.959
H 0.308 2.372 -5.251
H -1.832 3.557 -5.698
H -3.476 3.877 -3.862
H -2.997 3.003 -1.601
H -1.964 -0.215 -2.551
H -3.518 -2.134 -2.448
H -4.379 -2.927 -0.256
H -3.635 -1.808 1.839
H -2.075 0.095 1.736
H -5.538 -4.468 1.211
H -5.551 -4.186 1.899
F 2.833 2.588 -2.787
C 3.233 1.882 -1.668
F 4.129 0.861 -1.932
C 3.977 2.901 -0.810
F 5.056 3.413 -1.509
F 3.122 3.935 -0.474
F 4.435 2.308 0.348
```

The multiplicity is 5. The value obtained for the total energy is -3596.5388 Eh. As for the net charge: +2. Its largest force on an atom is 15.94 eV Å⁻¹. As for the expectation value of S²: 6.01. Its frontier orbital gap (alpha / beta) is 7.08 / 7.18 eV. The HOMO energy (alpha / beta) is -0.535 / -0.535 hartree.

Computed, not measured: an isolated molecule of C5H8N2, with the ωB97M-V functional and the def2-TZVPD basis.

Geometry as XYZ:
```
15
C5H8N2 (the ωB97M-V functional and the def2-TZVPD basis)
C 2.296 0.212 0.008
N 0.887 -0.085 0.115
C 0.337 -1.329 0.226
C -1.031 -1.211 0.180
C -1.327 0.172 0.014
N -2.628 0.729 -0.032
C -0.124 0.838 -0.032
H 2.873 -0.651 0.348
H 2.579 0.440 -1.026
H 2.551 1.067 0.640
H 0.968 -2.202 0.343
H -1.751 -2.011 0.286
H -3.137 0.399 -0.843
H -2.590 1.741 -0.078
H 0.096 1.891 -0.150
```

As for the SMILES: Cn1ccc(N)c1. The value obtained for the total energy is -304.8182 Eh. The calculation puts the relative energy (zero: lowest compared OMol25 entry of this formula, charge and spin) at 10.83 kcal per mole. Its largest force on an atom is 0.23 eV Å⁻¹. Its frontier orbital gap is 8.66 eV. The HOMO energy is -0.281 hartree.

Computed, not measured: a structure of composition C15H15ClN5O2SZn, with the ωB97M-V functional and the def2-TZVPD basis.

Geometry as XYZ:
```
40
C15H15ClN5O2SZn (the ωB97M-V functional and the def2-TZVPD basis)
Zn 0.469 -2.553 -0.009
N -0.114 -2.861 -4.528
C 0.170 -2.564 -3.203
S -0.416 -3.683 -2.027
N 0.809 -1.457 -3.008
N 1.061 -1.163 -1.680
C 1.387 0.063 -1.499
C 1.679 0.700 -0.235
C 1.757 2.098 -0.231
C 2.002 2.821 0.920
C 2.214 2.113 2.110
C 2.161 0.741 2.140
C 1.867 -0.033 0.978
O 1.761 -1.304 1.058
H -0.275 -3.837 -4.702
H 0.494 -2.394 -5.184
H 1.409 0.705 -2.383
H 1.607 2.620 -1.172
H 2.057 3.902 0.896
H 2.425 2.657 3.026
H 2.315 0.192 3.062
N -1.939 3.771 1.224
C -2.706 2.906 0.501
O -3.705 3.254 -0.100
C -2.216 1.491 0.510
C -1.518 0.962 1.584
C -0.992 -0.313 1.469
N -1.110 -1.033 0.357
C -1.832 -0.551 -0.654
C -2.420 0.701 -0.614
H -2.157 4.747 1.119
H -0.988 3.524 1.445
H -1.358 1.525 2.494
H -0.411 -0.764 2.263
H -1.884 -1.182 -1.535
H -2.980 1.084 -1.456
Cl -0.453 -3.544 2.892
C 0.449 -4.053 1.372
H -0.057 -4.967 1.063
H 1.441 -4.319 1.736
```

The value obtained for the total energy is -3642.7211 Eh. As for the net charge: -1. The calculation puts the relative energy (zero: lowest compared OMol25 entry of this formula, charge and spin) at 0.00 kcal per mole. Its largest force on an atom is 0.21 eV Å⁻¹. Its frontier orbital gap is 6.99 eV. The HOMO energy is -0.161 hartree.

Computed, not measured: a cluster of 3 separate species, C7H18N4O in total, with the ωB97M-V functional and the def2-TZVPD basis.

Geometry as XYZ:
```
30
C7H18N4O (the ωB97M-V functional and the def2-TZVPD basis)
C 3.113 -1.242 3.139
C -0.941 0.896 -0.729
C 2.132 -0.405 1.101
C -1.230 2.216 -0.126
C 2.313 2.083 0.972
C -3.907 -1.049 -3.767
C -0.995 -0.181 -1.234
N 3.442 -1.068 4.461
N 1.919 0.716 0.532
N 2.689 -0.243 2.414
N -3.602 -1.864 -2.565
O -1.000 -1.392 -1.783
H 2.846 -2.137 2.720
H -0.602 2.921 -0.438
H -2.208 2.582 -0.278
H -0.920 2.224 0.921
H 2.350 2.245 2.045
H 3.308 2.361 0.757
H 1.693 2.752 0.303
H -3.518 -1.809 -4.551
H -5.029 -0.986 -4.015
H -3.548 -0.077 -3.873
H -3.768 -2.910 -2.548
H 4.039 -1.756 4.897
H 3.841 -0.130 4.709
H 1.688 0.722 -0.471
H 2.846 0.686 2.826
H -3.907 -1.449 -1.634
H -2.514 -1.706 -2.579
H -0.533 -1.998 -1.204
```

The value obtained for the total energy is -571.0307 Eh. As for the net charge: +2. The calculation puts the relative energy (zero: lowest compared OMol25 entry of this formula, charge and spin) at 46.94 kcal per mole. Its largest force on an atom is 6.60 eV Å⁻¹. Its frontier orbital gap is 9.12 eV. The HOMO energy is -0.571 hartree.

Please write out number 1 again, unchanged.
Computed, not measured: a structure of composition C31H38As2F3N2O11Pb, with the ωB97M-V functional and the def2-TZVPD basis.

Geometry as XYZ:
```
88
C31H38As2F3N2O11Pb (the ωB97M-V functional and the def2-TZVPD basis)
Pb 0.581 -0.452 0.555
C -2.351 1.521 -2.912
N -1.696 0.226 -3.136
C -2.091 -0.518 -4.344
C -0.825 -0.242 -2.281
O -0.471 0.405 -1.249
C -0.140 -1.567 -2.575
O 0.421 -2.112 -1.378
C -0.058 -3.403 -0.987
C -0.908 -3.276 0.276
O -0.846 -2.181 0.912
N -1.624 -4.285 0.693
C -1.665 -5.595 0.032
C -2.429 -4.190 1.919
H -3.409 1.359 -2.708
H -2.252 2.125 -3.812
H -1.891 2.027 -2.071
H -2.729 0.127 -4.939
H -2.660 -1.411 -4.087
H -1.224 -0.786 -4.945
H 0.673 -1.374 -3.281
H -0.822 -2.278 -3.036
H 0.810 -4.031 -0.773
H -0.613 -3.861 -1.802
H -0.934 -5.675 -0.765
H -2.663 -5.772 -0.367
H -1.445 -6.361 0.773
H -2.488 -3.161 2.250
H -1.975 -4.804 2.696
H -3.427 -4.568 1.703
F 6.775 -4.523 -4.214
C 6.683 -4.808 -2.912
F 7.922 -4.953 -2.429
F 6.056 -5.989 -2.789
C 5.940 -3.732 -2.152
C 5.481 -2.594 -2.796
C 4.832 -1.611 -2.066
C 4.647 -1.768 -0.693
C 5.100 -2.926 -0.056
C 5.744 -3.905 -0.787
C 4.055 -0.702 0.071
C 3.532 0.182 0.695
H 5.630 -2.480 -3.860
H 4.474 -0.716 -2.557
H 4.944 -3.054 1.008
H 6.102 -4.803 -0.300
C 3.198 4.160 -4.331
O 2.650 3.727 -3.050
C 3.051 4.346 -1.966
O 3.850 5.265 -1.935
C 2.373 3.915 -0.712
C 2.932 3.168 0.189
As 4.090 6.978 -0.208
C 5.598 5.854 0.280
C 2.769 6.371 1.192
C 1.528 5.905 1.207
As 0.687 4.867 -0.270
C 0.701 6.287 -1.619
C 0.663 5.827 2.441
O 0.437 4.732 2.884
O 0.177 6.920 3.005
C 0.330 8.231 2.416
C 3.512 7.200 2.175
O 4.270 7.980 1.534
O 3.579 7.193 3.450
C 2.949 6.179 4.288
C 3.338 2.454 1.206
O 2.909 1.119 1.383
O 4.163 2.912 2.144
C 4.627 2.016 3.182
H 2.359 4.470 -4.947
H 3.696 3.302 -4.771
H 3.896 4.978 -4.193
H 5.834 5.212 -0.566
H 5.401 5.251 1.165
H 6.439 6.522 0.464
H 1.664 6.783 -1.723
H -0.048 7.018 -1.318
H 0.398 5.877 -2.582
H 1.202 8.723 2.842
H -0.563 8.783 2.688
H 0.413 8.175 1.333
H 2.001 6.565 4.650
H 3.637 6.038 5.113
H 2.819 5.257 3.727
H 5.275 2.623 3.804
H 5.198 1.195 2.752
H 3.791 1.642 3.769
```

The value obtained for the total energy is -7104.1699 Eh. As for the net charge: +3. Its largest force on an atom is 0.51 eV Å⁻¹. Its frontier orbital gap is 7.28 eV. The HOMO energy is -0.576 hartree.

Copy entry 3 word for word.
Computed, not measured: an isolated molecule of C5H8N2, with the ωB97M-V functional and the def2-TZVPD basis.

Geometry as XYZ:
```
15
C5H8N2 (the ωB97M-V functional and the def2-TZVPD basis)
C 2.296 0.212 0.008
N 0.887 -0.085 0.115
C 0.337 -1.329 0.226
C -1.031 -1.211 0.180
C -1.327 0.172 0.014
N -2.628 0.729 -0.032
C -0.124 0.838 -0.032
H 2.873 -0.651 0.348
H 2.579 0.440 -1.026
H 2.551 1.067 0.640
H 0.968 -2.202 0.343
H -1.751 -2.011 0.286
H -3.137 0.399 -0.843
H -2.590 1.741 -0.078
H 0.096 1.891 -0.150
```

As for the SMILES: Cn1ccc(N)c1. The value obtained for the total energy is -304.8182 Eh. The calculation puts the relative energy (zero: lowest compared OMol25 entry of this formula, charge and spin) at 10.83 kcal per mole. Its largest force on an atom is 0.23 eV Å⁻¹. Its frontier orbital gap is 8.66 eV. The HOMO energy is -0.281 hartree.